Entry from the Open Molecules 2025 dataset: C4H5CdLiO3 as an isolated structure at a distorted geometry (wB97M-V/def2-TZVPD).

The calculation puts the energy above the lowest of the compared OMol25 structures with the same formula, charge and spin at 227.1 kcal/mol. As for the LUMO energy (alpha / beta): -5.6 / -5.9 eV.

```
! RIJCOSX wB97M-V def2-TZVPD def2/J DEFGRID3
* xyz 1 2
C 2.050 -0.957 0.217
Cd 2.053 1.612 -0.676
Li -1.296 -2.209 0.186
C -0.035 1.124 -0.072
C 0.784 -0.588 0.635
O -2.636 -1.265 -0.592
H 0.271 -0.702 1.590
H -2.247 1.262 -0.576
H 2.520 -1.893 0.548
C -1.359 0.645 -0.393
H 0.020 2.224 0.082
H -1.287 1.379 0.744
O -1.586 -0.460 -1.153
O 2.748 -0.172 -0.542
*
```

These are the Löwdin partial charges, in e, on atoms 1 to 4: -0.34 1.25 0.77 -0.16


Entry from the Open Molecules 2025 dataset: one molecule with the formula C4H5Cl at a distorted geometry (wB97M-V/def2-TZVPD).

The calculation puts the energy above the lowest of the compared OMol25 structures with the same formula, charge and spin at 19.9 kcal/mol. As for the LUMO energy: 0.6 eV. As for the SMILES: C=C/C=C/Cl.

```
! RIJCOSX wB97M-V def2-TZVPD def2/J DEFGRID3
* xyz 0 1
C 0.829 0.407 0.172
Cl -3.106 -0.150 -0.035
H -0.635 2.024 -0.430
H 2.300 -0.926 -0.125
H -0.971 -0.998 0.678
C -0.498 0.859 -0.158
C -1.416 -0.124 0.200
C 1.298 -0.786 -0.115
H 0.694 -1.544 -0.566
H 1.505 1.239 0.379
*
```

These are the Löwdin partial charges, in e, on atoms 1 to 4: -0.24 0.61 0.16 0.02


Entry from the Open Molecules 2025 dataset: one molecule with the formula C4H5Cl2P at a distorted geometry (wB97M-V/def2-TZVPD).

The calculation puts the energy above the lowest of the compared OMol25 structures with the same formula, charge and spin at 17.0 kcal/mol. As for the LUMO energy: 0.3 eV. As for the SMILES: C=C/C=C\P(Cl)Cl.

```
! RIJCOSX wB97M-V def2-TZVPD def2/J DEFGRID3
* xyz 0 1
Cl -0.223 3.230 0.496
C 0.199 0.431 1.232
C 0.587 -0.774 0.833
P -0.420 1.425 -0.181
C 0.691 -1.111 -0.594
H -0.077 -0.962 -2.466
H 1.697 -1.580 -0.676
C -0.266 -0.803 -1.455
H 1.258 -1.310 1.520
H 0.416 0.861 2.270
H -1.426 -0.618 -1.347
Cl -2.436 1.211 0.369
*
```

These are the Löwdin partial charges, in e, on atoms 1 to 4: 0.21 -0.38 -0.22 0.16


Entry from the Open Molecules 2025 dataset: one molecule with the formula C4H5Cl3 at a distorted geometry (wB97M-V/def2-TZVPD).

The calculation puts the energy above the lowest of the compared OMol25 structures with the same formula, charge and spin at 70.9 kcal/mol. As for the LUMO energy (alpha / beta): -0.5 / -0.1 eV.

```
! RIJCOSX wB97M-V def2-TZVPD def2/J DEFGRID3
* xyz 0 1
H 0.117 0.588 1.349
H -0.156 0.812 -1.542
C -1.572 -0.145 -0.173
C 0.658 0.644 0.482
Cl 1.701 2.168 0.546
Cl 2.578 -0.596 -1.032
H -2.224 0.374 0.519
H -2.271 -0.416 -0.984
C 1.588 -0.604 0.392
C -0.303 0.455 -0.609
Cl 1.047 -2.168 0.840
H -1.162 -1.111 0.212
*
```

These are the Löwdin partial charges, in e, on atoms 1 to 4: 0.06 0.07 -0.10 -0.78


Entry from the Open Molecules 2025 dataset: one molecule with the formula C4H5Cl3S at a distorted geometry (wB97M-V/def2-TZVPD).

The calculation puts the energy above the lowest of the compared OMol25 structures with the same formula, charge and spin at 43.5 kcal/mol. As for the LUMO energy: 0.3 eV. As for the SMILES: CS/C(=C\Cl)C(Cl)Cl.

```
! RIJCOSX wB97M-V def2-TZVPD def2/J DEFGRID3
* xyz 0 1
H -0.466 2.463 -0.228
H 2.179 -1.384 -1.389
H 3.294 -1.121 0.157
Cl -2.088 -1.195 0.932
Cl -1.578 -1.020 -2.001
S 1.152 -0.643 0.856
C 2.449 -0.629 -0.375
C 0.235 1.739 0.032
H -2.096 0.861 -0.415
Cl 1.798 2.221 0.712
C -1.411 -0.076 -0.467
C 0.020 0.439 -0.055
H 2.665 0.529 -0.568
*
```

These are the Löwdin partial charges, in e, on atoms 1 to 4: 0.06 0.12 0.02 0.44


Entry from the Open Molecules 2025 dataset: one molecule with the formula C4H5Cl4NSi at a distorted geometry (wB97M-V/def2-TZVPD).

As for the LUMO energy (alpha / beta): 0.4 / -2.8 eV.

```
! RIJCOSX wB97M-V def2-TZVPD def2/J DEFGRID3
* xyz 0 3
C -0.636 -1.495 2.008
H -1.669 -1.734 1.765
C -0.632 0.702 0.607
Cl 3.329 1.001 -2.807
Si 1.364 0.733 -2.770
N 0.785 1.069 -1.286
Cl -1.950 1.208 1.604
H -0.595 -1.010 2.976
Cl -0.360 -1.563 -0.569
H 0.818 0.492 -4.084
H -0.084 -2.433 2.048
H 1.048 -0.571 0.987
Cl -1.115 2.860 -0.883
C -0.039 -0.643 0.902
C -0.263 1.385 -0.498
*
```

These are the Löwdin partial charges, in e, on atoms 1 to 4: -0.17 0.07 -0.69 0.24


Number 1: E_tot -555.75535 Ha. Number 2: E_tot -615.52400 Ha. Number 3: E_tot -1417.10675 Ha. Number 4: E_tot -1535.85976 Ha. Number 5: E_tot -1934.09395 Ha. Number 6: E_tot -2340.34917 Ha.